Computed, not measured: C12H33CoN3O3 as an isolated structure, with the ωB97M-V functional and the def2-TZVPD basis.

HOMO level (alpha / beta) ... -16.2 / -16.5 eV
Expectation value of S² ... 3.76
Largest force on an atom ... 0.0972 Eh/bohr
Frontier orbital gap (alpha / beta) ... 11.1 / 10.6 eV
ΔE to the lowest compared entry with this formula, charge and spin ... 80.27 kJ/mol
LUMO energy (alpha / beta) ... -5.1 / -5.9 eV
Net charge ... +2
2S+1 ... 4

Each line ends with the Mulliken charge.
Element x y z (Å)
H -1.56929 -1.82679 -1.77227  0.2573
H 0.98071 -3.57979 -0.80027  0.2810
H 3.20071 -1.38279 0.94873  0.4490
H 0.66271 -1.23679 4.08673  0.5371
H 2.49671 0.79021 1.22773  0.4527
H 2.78271 0.33321 -0.81327  0.2776
C 1.77971 -2.88879 -0.55727  -0.9824
H -2.98729 0.80721 0.35873  0.6122
N -0.59229 -1.40679 -1.80727  -0.6542
O -0.60529 1.84521 0.08773  0.1332
H -1.99629 1.24621 -3.62927  0.3882
H -0.03929 -2.11579 -2.29627  0.3578
H 2.27371 -2.56679 1.96873  0.4872
C -0.68429 -0.46579 -2.91627  -0.0147
H 2.19371 -2.39479 -1.43227  0.2723
H -2.89129 -0.02879 -2.94627  0.4255
H -1.91329 0.95521 -1.87427  0.2340
C 0.43371 -0.88479 3.12373  -1.1280
H 2.62671 -3.56479 -0.18327  0.4482
H 2.38871 -0.13579 3.02073  0.5714
H 3.03271 0.17921 -2.39327  0.4563
H 2.77371 1.73021 -1.87627  0.2698
H -0.89829 1.78221 2.21373  0.2404
H -0.07029 0.09621 3.28873  0.1257
C -2.36929 0.57021 1.15873  0.1059
C -1.94229 0.45321 -2.79627  -1.5318
C 2.42471 0.70721 -1.73627  -1.2876
O 1.03971 0.36421 -1.70427  0.7767
H -3.60829 -0.61879 2.32673  0.5320
N 1.41371 0.63121 1.33573  -0.5927
H -1.99429 2.77121 1.24273  0.5754
H -3.72129 1.01721 2.72373  0.5168
C 0.58871 0.28721 -3.01627  -0.9370
H 1.17671 -0.37879 -3.60927  0.4716
C 2.22571 -1.60679 1.36573  -0.8721
N -1.65629 -0.68479 0.73873  -0.7930
H -2.36229 0.23821 3.32473  0.3080
H 0.51171 3.08021 -1.16127  0.3005
H -0.22029 -1.58079 2.59073  0.1372
O 1.29971 -1.82579 0.30973  -0.1847
H -0.81229 3.87821 -0.42127  0.3199
H -1.89429 -1.39479 1.49673  0.3720
H 1.24471 1.54121 1.88873  0.3753
C -3.07929 0.26021 2.46973  -1.7564
C 1.64271 -0.44379 2.25673  -0.0386
C -1.43529 1.85621 1.24873  -0.9294
C -0.06329 3.08721 -0.26927  -1.0030
H 0.50971 3.54621 0.56073  0.3633
H 0.64771 1.26621 -3.51827  0.4104
H -0.76129 -1.05579 -3.86227  0.5942
H -2.35329 -1.03679 0.09473  0.4151
Co 0.16871 -0.21479 -0.06627  0.8547

---

Computed, not measured: C12H33IN3O4V as an isolated structure, with the ωB97M-V functional and the def2-TZVPD basis.

HOMO level (alpha / beta) ... -11.8 / -11.8 eV
Expectation value of S² ... 0.83
Largest force on an atom ... 0.1022 Eh/bohr
Frontier orbital gap (alpha / beta) ... 5.6 / 5.4 eV
ΔE to the lowest compared entry with this formula, charge and spin ... 1328.59 kJ/mol
LUMO energy (alpha / beta) ... -6.2 / -6.5 eV
Net charge ... +1
2S+1 ... 2

Each line ends with the Mulliken charge.
Element x y z (Å)
N -13.97810 7.13636 -11.53050  -0.3684
C -14.89724 7.27305 -9.33819  -1.1449
O -14.20288 2.78298 -12.91089  -0.4013
N -16.96209 5.06233 -13.77337  -0.5384
H -21.02600 7.36282 -10.83872  0.3518
I -16.58667 7.35398 -12.43553  0.7973
V -15.34973 7.71320 -14.39240  0.6374
N -19.49921 7.87485 -12.27661  -0.5573
C -13.77388 6.71609 -10.18371  0.2117
H -12.60600 2.95882 -14.37328  0.3824
H -15.43010 5.11347 -12.42776  -0.6669
H -19.76685 5.34828 -11.71621  0.3520
C -19.36871 8.32546 -9.83523  -0.5108
H -20.31561 11.01565 -8.11234  0.2917
C -13.11266 2.25829 -13.70945  -1.0129
H -14.67673 8.30245 -9.05567  0.3905
H -14.68070 4.05672 -14.56350  0.2955
H -19.44688 7.71476 -8.93577  0.4447
H -14.58280 4.73689 -10.75288  -0.8402
H -12.34082 1.97167 -12.99517  0.4086
C -15.13856 3.43331 -13.79550  -1.2530
C -19.95239 7.46436 -10.99731  0.2994
H -15.84439 7.22131 -9.87518  0.1701
H -17.25900 5.89903 -13.29181  0.0436
H -19.44408 8.88216 -12.22778  0.4071
C -19.70624 10.13573 -8.31854  -0.7247
H -17.46691 2.85902 -12.16583  0.4569
H -13.71857 4.83727 -9.12929  0.5522
H -18.31473 8.58359 -9.93814  0.2262
H -13.91816 8.13779 -11.41366  0.3884
H -15.99545 3.37260 -11.22460  0.4639
H -17.84222 4.56908 -13.82009  0.4022
H -14.98236 7.07534 -11.61901  -0.5955
H -18.56758 7.49015 -12.34130  -0.2052
H -19.87916 9.54537 -7.41872  0.3062
H -19.45835 5.60810 -10.04020  0.6040
C -16.05238 4.36951 -12.92515  2.1297
C -19.33819 6.06951 -11.02038  -0.6240
H -13.50421 1.43944 -14.31299  0.3277
H -14.97016 6.73792 -8.39140  0.4195
H -17.39167 4.30992 -11.14728  0.1533
O -12.54292 4.79715 -10.83299  -0.4298
H -12.33567 2.85440 -10.16250  0.3366
H -11.71573 3.11864 -11.79183  0.3750
H -18.26856 6.05598 -11.22963  -0.6798
H -13.40951 3.04759 -11.55104  0.4602
O -20.10372 9.49628 -9.56492  -0.3839
O -14.76882 9.01956 -13.59848  -0.5243
H -15.75943 2.73369 -14.35510  0.4388
H -18.63823 10.35354 -8.31532  0.2888
C -16.83382 3.68680 -11.84630  -1.3659
H -12.84498 7.13363 -9.79525  0.5234
C -13.75404 5.14500 -10.17435  0.2709
C -12.49318 3.41135 -11.08614  -0.7806

---

Computed, not measured: C12H33KN3O3 as an isolated structure, with the ωB97M-V functional and the def2-TZVPD basis.

HOMO level ... -12.4 eV
Largest force on an atom ... 0.0439 Eh/bohr
Frontier orbital gap ... 10.0 eV
ΔE to the lowest compared entry with this formula, charge and spin ... 0.00 kJ/mol
LUMO energy ... -2.4 eV
Net charge ... +1

Each line ends with the Mulliken charge.
Element x y z (Å)
H 2.65764 1.97869 0.58801  0.3771
C -2.68440 1.73869 3.02130  -1.4826
O -2.40320 3.43873 0.71968  -0.4398
H 1.41212 -0.07059 -2.84573  0.2715
H -1.81526 3.88558 -1.22468  0.2520
H 0.06143 0.57151 -2.18101  0.2260
C 4.91548 -2.39503 1.53634  -1.4997
H -3.77275 -0.45741 -3.25544  0.5205
H -3.22143 -0.54467 0.64528  0.0916
H -2.74377 2.79235 3.14788  0.3932
H -0.57462 4.09873 0.02554  0.2018
H 5.32601 -2.06319 0.58253  0.3563
C -0.25963 -1.16242 -3.13420  0.4378
C 3.57263 -0.36967 1.54228  -1.0553
N -2.65319 -0.15301 1.38221  -0.3469
H -1.64315 1.46405 3.20439  0.2890
H 3.38411 -1.99987 2.84327  0.3284
C -3.00530 1.28037 1.62761  0.2179
N 0.58584 -0.29259 -2.24985  -0.5748
C -3.66692 -0.40901 -2.19214  -1.0355
N 2.41330 -2.48858 1.03916  -0.4575
H -2.90598 -0.66085 2.23489  0.2427
C -1.55913 -1.52917 -2.40200  -0.8039
H 1.38636 2.03191 1.72353  0.1890
H 2.65543 -2.41057 0.05530  0.2103
H -1.08709 1.88419 0.90788  -0.6112
K -0.00564 -0.84555 0.52309  0.8018
H 3.93421 -0.19066 0.52783  0.3859
H 5.03056 -3.50114 1.51016  0.3845
C 2.35751 1.61421 1.55619  -0.8825
H -0.52865 -0.58868 -4.03229  0.2831
C -1.66775 4.27222 -0.18963  -0.5585
H 0.94048 -2.77679 -2.57418  0.2887
H -3.99153 0.58698 -1.88598  0.2292
H 2.44242 -3.44054 1.29464  0.2577
H 3.04530 2.10199 2.28748  0.3587
H 0.02340 -3.12743 -4.04781  0.4102
H 1.45667 -2.19411 -4.08205  0.3911
H -2.25566 1.72313 -0.41640  -0.0137
H -1.29434 -2.19702 -1.57669  0.1704
H 5.56924 -2.16876 2.39997  0.3955
O -2.21822 -0.39602 -1.94809  -0.1358
C -2.13631 2.08191 0.63271  0.9891
H -3.25666 1.20920 3.82063  0.3826
C 3.53568 -1.85328 1.79141  0.3860
C 0.55391 -2.40055 -3.47955  -1.4635
O 2.28664 0.21520 1.66551  -0.1656
H -1.97429 5.35675 -0.12035  0.2479
H 4.23402 0.14644 2.21551  0.4526
H -4.15642 -1.21309 -1.59145  0.3562
H -2.20831 -2.07347 -3.12094  0.5033
H -4.09079 1.50085 1.49826  0.2470

---

Computed, not measured: C12H33N2NaO8S as an isolated structure, with the ωB97M-V functional and the def2-TZVPD basis.

HOMO level ... -0.9 eV
Largest force on an atom ... 0.0374 Eh/bohr
Frontier orbital gap ... 4.5 eV
LUMO energy ... 3.7 eV
Net charge ... -2

Each line ends with the Mulliken charge.
Element x y z (Å)
O 0.38195 -1.16477 1.74870  -0.3273
O -1.68527 -3.26133 0.25640  -0.3299
H 0.34079 -0.04251 -3.00708  -0.0607
H -2.10306 -4.79305 2.50407  0.2603
C -2.56786 -3.21385 3.86147  -1.4139
H 2.65035 0.40183 -2.19912  0.1150
C 0.36096 -0.96565 -3.59424  -0.6756
C 2.13797 3.14478 -1.82416  -0.7864
O 1.95681 0.49447 2.60883  -0.9748
H -2.25575 -1.86751 1.60951  -0.0057
H 1.29883 2.64840 -2.33741  0.2175
H 0.78997 6.08430 -1.35106  0.2448
C -2.36409 -2.94852 1.41278  -0.3975
O 1.10743 -2.14575 -1.59391  -0.7282
H -3.25516 2.04035 0.86135  0.2848
O 1.64281 4.26576 -1.11586  -0.3237
C -2.16131 2.06210 0.92873  -0.5095
H -0.09266 -2.65836 2.67101  -0.0167
H 2.28620 -1.87371 -3.26593  0.2566
S 1.36363 -0.86506 2.85003  1.0983
C 2.74599 2.16425 -0.85143  0.3639
C 3.35713 1.00086 -1.63096  -1.2652
H -3.64908 -3.38718 3.72842  0.3748
C -1.58909 2.95874 -0.15296  -0.7865
H 1.63341 5.45386 -2.77976  0.3222
H -1.25492 0.52006 1.69546  0.0634
H 2.16711 1.20044 0.93162  0.2477
H 0.77023 -0.71166 -4.58572  0.3282
H 2.88542 3.46902 -2.55987  0.4549
N 1.74374 1.65446 0.08745  -0.2070
H -1.93736 -1.51191 -0.78288  -0.0255
H -2.33106 -3.80621 4.74568  0.3931
H -3.45657 -3.11137 1.32025  0.4484
H 1.31567 2.50525 0.45328  0.1452
H -1.73645 -3.00915 -1.75209  0.1337
H 0.06565 4.77675 -2.37772  0.2977
C -1.85229 -3.72580 2.59025  0.4448
H -1.89228 2.45418 1.91295  0.3609
C 0.98173 5.18406 -1.92948  -0.7819
H 4.03790 1.45410 -2.37520  0.4597
H -0.59821 3.34967 0.06454  0.1140
N -0.40584 -3.63570 2.69595  -0.6075
H -2.29837 -2.16708 3.99020  0.2668
H -1.58211 2.49480 -1.14258  0.2057
O 0.61517 -0.85209 4.13957  -0.8225
H 0.97926 -3.06121 -3.40138  0.3085
H 3.55601 2.69330 -0.32439  0.2594
C 1.22485 -2.07244 -2.93773  -0.6003
O -1.65593 0.71629 0.83207  -0.2615
H 4.02302 0.43327 -0.98617  0.4079
H -0.01279 -3.99142 3.55853  0.2848
Na 0.26156 -0.12995 -0.35415  0.7191
H -0.66540 -1.33312 -3.69899  0.2788
O 2.41153 -1.89923 2.89297  -0.7747
C -2.15383 -2.58555 -0.84371  -0.3287
H -3.25965 -2.64271 -0.92284  0.4024
H -2.27671 3.80848 -0.27324  0.4477

---

Computed, not measured: a 3-piece molecular cluster, C12H33N2O5 overall, with the ωB97M-V functional and the def2-TZVPD basis.

HOMO level ... -12.2 eV
Largest force on an atom ... 0.2471 Eh/bohr
Frontier orbital gap ... 10.2 eV
ΔE to the lowest compared entry with this formula, charge and spin ... 426.62 kJ/mol
LUMO energy ... -1.9 eV
Net charge ... +1

Each line ends with the Mulliken charge.
Element x y z (Å)
H -3.22518 1.78423 -2.72750  0.3215
H -1.86044 2.99303 -2.70248  0.5444
O 2.35104 -0.06776 -0.95441  -0.3974
H -4.11496 -1.66947 -0.30070  0.3187
O -2.13173 1.90714 -0.82868  -0.3952
C -3.19926 -1.47690 -0.93204  -0.8734
H 1.15702 -2.39696 3.03758  0.4472
C 0.97979 -1.47750 2.37831  -1.0616
H 1.51874 0.43704 -4.12561  0.3807
O -1.85049 -1.51686 -0.58081  -0.1040
C 3.29842 0.20924 -0.23604  -1.0157
H -3.37888 -1.86010 -1.95162  0.4156
H 0.81750 -0.70265 -3.00139  0.3455
H 0.62796 2.24366 -2.92168  0.2863
H 4.06847 0.26824 -0.88061  0.5418
H -1.31372 1.38236 -4.04266  0.3407
H 3.38761 1.12874 0.40674  0.3308
H -1.49495 -0.01101 -2.75122  0.1832
H -3.52672 -0.48539 -1.28221  0.1603
H 2.92526 1.47540 -2.31194  0.4575
H -1.61403 -3.60963 -0.72716  0.2774
C 1.06922 -0.32932 3.32230  -1.4460
H 0.83662 0.48992 2.89281  0.8567
N -0.24284 -1.44813 1.68971  -0.4276
C -1.66476 -2.81257 0.09980  -0.7963
C -2.99059 2.70278 -0.20272  -0.9776
H -2.85673 3.66082 -0.90285  0.2622
H 3.39673 0.48347 5.45053  0.3045
H 0.37429 -3.32799 1.00948  0.5901
H 2.22259 1.62064 4.79713  0.2460
N 0.24364 1.30840 -2.43435  -0.3686
H 0.78927 0.68270 -0.66714  0.7971
H 3.33431 -0.16622 -2.73723  0.5368
H -0.97661 0.70298 -0.18050  0.4379
C -1.13616 1.04116 -2.97196  -0.4046
C -0.20493 -2.50869 0.61478  -0.9368
H 1.83882 -1.72339 1.86965  0.5086
C 2.42084 0.45532 5.03235  -0.9742
O 2.39101 -0.26687 3.94744  -0.3052
C 2.52670 0.45420 -2.28999  -0.7684
H -2.32821 -2.98046 0.80100  0.6211
C -2.06499 1.99005 -2.29051  -0.8714
H 3.56729 -0.51780 0.57533  0.2504
H 0.49143 -0.58960 3.99036  0.7586
H -1.16649 -1.60819 2.28891  0.3266
O -0.01800 0.76388 0.11466  -0.3513
H -2.87422 2.70795 0.72254  0.4455
H 0.51110 -2.23856 -0.02038  0.4219
C 1.16653 0.31975 -3.08756  -0.8142
H -3.99717 2.46446 -0.35292  0.3453
H 0.09119 -0.09409 0.70961  0.7011
H 1.82865 0.20855 5.64586  0.5274

---

Computed, not measured: C12H33NNaO5S5 as an isolated structure, with the ωB97M-V functional and the def2-TZVPD basis.

HOMO level ... -10.9 eV
Largest force on an atom ... 0.0312 Eh/bohr
Frontier orbital gap ... 9.0 eV
LUMO energy ... -1.9 eV
Net charge ... +1

Each line ends with the Mulliken charge.
Element x y z (Å)
S -1.90985 -2.02568 1.21078  0.5080
H 4.01081 2.39600 -3.57621  0.3401
H -3.20573 1.57646 -1.32948  0.0810
C -3.23840 -1.37727 0.15222  -0.8650
H 4.87606 -2.02915 3.46384  0.4035
H 2.51031 1.74575 -4.36567  0.2841
N 2.54755 0.84617 -1.32666  -0.2291
H 3.75247 -3.19503 2.64839  0.3407
S -1.37184 3.03102 -1.50182  0.3927
H 4.92902 0.29745 2.42616  0.4621
O -0.54207 2.00747 -0.77802  -0.5109
S 0.22590 2.43175 2.94946  0.3168
S -0.62747 -1.88065 -2.64699  0.4143
C -3.11981 2.65494 -1.19484  -0.7605
H -3.73642 3.22684 -1.88569  0.4367
H 3.44859 1.33325 2.56945  0.2205
C 0.17749 1.15916 4.25522  -0.6133
C 2.93778 2.23989 -3.49617  -0.9570
H 4.77222 -2.25991 1.67711  0.3227
H -2.83436 -1.17783 -0.84122  0.0356
H 1.15555 0.73878 4.48712  0.2804
Na 0.64357 0.24673 0.25606  0.6996
C -1.39537 2.58635 -3.26902  -0.7912
H 1.55858 -2.38974 -3.55240  0.2847
H -3.85555 -3.00509 2.34001  0.4112
O -1.05949 -0.89144 1.69689  -0.3784
H -3.88650 -2.24650 0.01465  0.4736
H -3.73113 -0.50375 0.56858  0.3971
H -1.77038 1.42470 1.86094  0.0006
C -2.96569 -2.43008 2.61796  -1.1360
H -3.36097 -1.55973 3.14172  0.3085
H 0.18408 -2.85807 -4.56345  0.4404
C 3.89418 0.44287 2.13594  -0.6564
H -1.26111 -4.24874 -3.04260  0.4597
H -1.72133 1.54855 -3.36975  0.2179
O 0.13830 -1.33176 -1.46400  -0.3984
H 0.62945 -1.13208 -4.54243  0.3023
H 2.42819 3.19363 -3.36520  0.2741
C 2.71131 1.42261 -2.30180  0.3680
H -0.35982 2.61651 -3.59851  0.1648
H -2.42308 -3.08467 3.29813  0.3827
H -0.38746 0.31310 3.84853  0.0136
H -1.55974 3.11430 1.62613  0.1424
H -2.06657 3.27681 -3.77011  0.4509
C -1.49346 2.33548 2.38738  -0.5758
C 4.21774 -2.20770 2.61748  -1.1488
H -0.29351 1.48322 5.18123  0.3968
H 0.09539 -4.00983 -1.82252  0.2990
H -1.62598 -3.65714 -1.46973  0.1800
H -2.17151 2.56088 3.21007  0.5257
O 2.06523 -1.45210 1.35866  -0.5329
S 2.85023 -1.01081 2.56538  0.5213
H -3.39019 2.95206 -0.18460  0.3093
C -0.84456 -3.65118 -2.23176  -0.9211
O 1.07489 1.90581 1.83136  -0.4669
C 0.61463 -2.04791 -3.96413  -0.9985
H 3.75988 0.55527 1.05795  0.0772

---

Q: What is the net charge in the sixth record?
A: +1

---

Q: What is the largest force on an atom in the second record?
A: 0.1022 Eh/bohr